1.
Below is a structure of composition C32H79Cd2F12N5O8P2S2 in a non-equilibrium geometry, with properties calculated with ωB97M-V/def2-TZVPD.

HOMO (spin up / spin down), eV: -12.103 / -12.103
M, g mol⁻¹: 1240.9
Total charge: +1
Electronic energy, eV: -140281.6930
Max |F|, eV/Å: 7.077
Expectation value of S²: 0.75
Multiplicity: 2

The geometry in XYZ format:
```
142
Properties=species:S:1:pos:R:3:forces:R:3:lowdin_charge:R:1
Cd 17.619700 -2.019560 0.200660 -3.1110 -3.4336 -3.8302 1.459
Cd 21.116900 -0.913700 3.790010 4.6318 2.7150 2.0070 1.450
S 19.343720 -1.090320 1.905600 0.1917 0.9775 0.0015 0.185
O 18.128740 -0.482490 1.397760 -0.8224 5.0881 2.8749 -0.406
O 19.342770 -1.521860 3.275490 -5.6493 -2.6506 2.0351 -0.405
O 19.367090 -2.208500 1.020970 5.9692 -3.8014 -0.0247 -0.437
O 20.557570 -0.295810 1.942460 0.0802 2.8200 -4.7157 -0.405
P 20.783460 -3.386770 6.233600 0.1379 -4.1521 4.5597 0.072
F 20.666900 -4.263520 4.971950 0.2235 -1.1326 -2.7025 -0.108
F 21.258450 -2.166380 5.301610 0.1353 -1.2295 2.6662 -0.244
F 19.210980 -3.161650 6.156670 -1.0868 1.9314 -0.8739 -0.136
F 20.808540 -2.457240 7.544970 0.4878 0.5498 -0.4113 -0.132
F 20.443210 -4.683520 7.117790 -0.5522 -0.4922 0.9655 -0.152
F 22.323950 -3.876890 6.466050 0.4179 1.5684 -0.6773 -0.149
P 14.263300 -0.632930 0.302750 -4.7850 0.9232 -1.6488 0.230
F 14.109510 -0.579680 -1.275900 1.0128 0.2395 -1.5162 -0.145
F 14.803340 0.884680 0.214320 0.9832 -0.2854 1.3534 -0.136
F 12.743950 -0.009300 0.379880 0.8079 -0.4475 1.1669 -0.167
F 14.356250 -0.766720 1.956260 0.3579 0.1520 -1.6258 -0.165
F 13.588370 -2.122040 0.102390 1.1735 -0.0498 1.8602 -0.166
F 15.785270 -1.201630 0.129690 -2.3010 0.7962 0.4062 -0.247
C 21.728670 -3.762760 2.320180 -0.8997 -0.3927 -1.7427 -0.075
C 22.498500 -2.539520 1.862390 0.1504 -0.8913 1.0125 -0.279
N 22.924560 -1.744870 3.037590 3.0733 0.4635 -2.3440 -0.244
C 23.674570 -0.605010 2.286110 1.3384 0.5110 2.4427 -0.210
C 24.531520 0.271120 3.271420 -0.2997 -1.1829 -1.2067 -0.062
C 23.819000 -2.562370 3.981220 0.8634 0.7779 -0.9997 -0.196
C 25.153860 -3.083940 3.372760 -0.9050 0.4310 -0.7408 -0.054
H 22.329970 -4.593820 2.688800 0.0278 0.2634 0.1311 0.094
H 21.238320 -4.088570 1.402840 0.1071 -0.5618 -0.2204 0.066
H 20.849010 -3.611230 2.945750 0.5264 0.3871 0.3427 0.042
H 23.397210 -2.817600 1.311850 0.0188 -0.3625 -0.0807 0.116
H 21.954710 -1.874980 1.190980 -0.2286 -0.2678 0.1978 0.082
H 24.353630 -0.943630 1.503610 -0.2806 -0.5740 -0.0468 0.111
H 22.943120 0.063500 1.832040 -0.1757 -0.3381 -0.0140 0.083
H 25.017490 1.040590 2.671550 -0.9007 0.8864 0.2767 0.085
H 23.833440 0.501990 4.076080 0.6003 0.8882 0.1210 0.043
H 25.450780 -0.182920 3.641420 -0.4467 -0.7723 0.3967 0.070
H 23.259580 -3.432250 4.325410 -0.1210 0.5323 0.3119 0.088
H 24.076080 -1.852550 4.767460 -0.2842 -0.4125 0.3153 0.090
H 24.918220 -3.860080 2.644630 0.2235 -0.3765 0.2367 0.070
H 25.852850 -3.438340 4.130330 -0.3307 -0.1458 0.0470 0.088
H 25.679390 -2.333020 2.782820 0.0042 0.2525 0.1933 0.061
C 16.452380 -2.781410 3.185540 0.6938 0.6932 0.8500 -0.088
C 15.882660 -3.681490 2.146620 -0.4638 -0.4254 0.2705 -0.246
N 16.790780 -3.936450 1.004900 -0.2609 0.4045 -0.3796 -0.243
C 16.024280 -4.609960 -0.052050 -1.2909 -0.7412 -0.2558 -0.264
C 16.686450 -5.131640 -1.325280 -0.3887 0.4729 0.1612 -0.059
C 18.037060 -4.634580 1.396630 -1.0920 -1.6954 0.3130 -0.238
C 17.730330 -6.005370 2.000440 0.7667 -0.4443 1.1842 -0.059
H 15.693440 -2.645410 3.956010 0.0223 -0.1692 0.0928 0.062
H 16.704880 -1.773780 2.855370 -0.3336 -0.0096 -0.4485 0.036
H 17.379990 -3.112890 3.652200 -0.1536 -0.4023 0.1695 0.081
H 15.564250 -4.616670 2.607220 0.4427 -0.4146 0.0552 0.120
H 14.900540 -3.282370 1.893160 0.3110 0.3001 -1.0746 0.105
H 15.347200 -5.381450 0.314660 0.5162 -0.5917 0.8165 0.120
H 15.239910 -3.920060 -0.363350 0.2594 0.5230 -0.2183 0.101
H 16.897350 -4.230280 -1.900750 0.4730 -0.3636 -0.5631 0.044
H 17.511390 -5.843810 -1.305240 0.3008 0.4185 0.5632 0.081
H 15.910100 -5.710400 -1.825700 -0.1518 0.3393 -0.2633 0.089
H 18.595110 -4.045380 2.124310 -0.1429 -0.0603 -0.1978 0.087
H 18.655180 -4.788220 0.512080 -0.0025 0.3278 -0.0529 0.099
H 17.210250 -6.790070 1.451010 0.0019 0.4749 -0.6295 0.082
H 17.208640 -5.943050 2.955460 -0.1515 0.3035 0.0005 0.074
H 18.683820 -6.435160 2.307410 0.1764 -0.1518 -0.1582 0.083
C 16.034050 0.236600 4.872320 -1.4664 -0.6374 -0.0661 -0.053
C 15.569900 -0.667710 6.020150 1.3530 1.4784 1.0116 -0.157
N 14.302370 -0.244240 6.681830 0.1351 -3.7410 -0.2916 0.036
C 13.225820 -0.030130 5.746720 -0.7582 1.2158 0.6680 -0.173
C 12.761790 -1.323790 4.988960 0.0601 0.9414 0.0181 0.010
C 13.976840 -0.917050 8.001350 -0.3359 2.2523 1.2079 -0.118
C 12.702110 -0.281020 8.678820 -0.4333 -1.1605 -1.5604 -0.053
H 15.241410 0.181650 4.126130 0.1835 0.3413 -0.3630 0.052
H 16.895130 -0.229420 4.393290 0.2190 0.3807 0.3115 0.068
H 16.151920 1.264840 5.214290 0.3644 -0.0414 -0.2197 0.096
H 15.570620 -1.698910 5.666990 -0.7456 -0.2065 0.2741 0.124
H 16.345010 -0.615940 6.784760 -0.0929 -0.2807 0.2990 0.120
H 12.418040 0.444330 6.303920 -0.2508 -0.4503 -0.0139 0.115
H 13.584130 0.795770 5.132220 -0.1270 -0.4376 -0.7360 0.129
H 12.415880 -2.124460 5.642690 0.5706 0.0105 0.2283 0.089
H 11.861460 -1.061620 4.433300 0.1846 0.2884 -0.1944 0.099
H 13.539030 -1.606190 4.278850 -0.1618 -0.3186 0.1061 0.057
H 14.797170 -0.730910 8.694540 0.4258 0.1059 -0.3837 0.125
H 13.933970 -2.004290 7.936720 -0.1461 -0.0410 -0.7194 0.141
H 12.565160 -0.462060 9.744920 0.8468 0.3376 0.0027 0.089
H 11.821440 -0.784890 8.280530 -0.1230 -0.0578 -0.2680 0.072
H 12.566490 0.753360 8.362970 0.3361 0.1218 0.6219 0.078
C 20.542850 -2.961500 -1.637780 1.3454 -1.5155 2.0494 -0.096
C 19.380370 -2.463560 -2.333030 -0.8428 0.9481 -2.3170 -0.288
N 18.495730 -1.432940 -1.682350 2.2327 0.3517 -2.6239 -0.229
C 19.409510 -0.216220 -1.487970 -1.4311 -0.2514 1.5334 -0.207
C 18.597820 1.009770 -1.179350 -0.4699 1.5084 -0.2117 -0.096
C 17.438830 -1.125120 -2.663680 -0.8191 0.6268 -0.4378 -0.248
C 17.860850 -0.596320 -4.080890 -0.4106 -0.5441 0.7235 -0.043
H 21.222880 -3.393410 -2.372040 0.1268 0.0669 0.1180 0.102
H 20.260860 -3.768620 -0.961660 0.1573 -0.1677 0.2156 0.063
H 21.071490 -2.248030 -1.005650 0.0571 0.1470 -0.3319 0.072
H 19.807570 -2.057360 -3.249870 -0.2260 0.9572 -0.0636 0.106
H 18.848990 -3.281290 -2.819930 -0.7988 -0.1812 0.7673 0.123
H 19.961250 -0.435010 -0.573740 0.5562 -0.0515 -0.5023 0.076
H 20.051500 0.025330 -2.335080 0.0738 -0.6459 -0.0588 0.134
H 17.824430 0.956740 -0.413090 -0.0106 -0.6524 -0.1592 0.045
H 19.227860 1.816280 -0.804260 0.4454 -0.0948 -0.0433 0.092
H 18.142810 1.430520 -2.076030 -0.1465 -0.0773 -0.0374 0.080
H 16.742560 -0.433490 -2.189370 0.2640 0.5359 -0.1227 0.092
H 16.778360 -1.992090 -2.679020 0.2736 -0.4383 -0.6890 0.106
H 16.947780 -0.385110 -4.637480 -0.0171 0.0037 0.0582 0.084
H 18.435470 -1.309790 -4.671540 -0.1050 -0.0941 0.1288 0.068
H 18.438500 0.327560 -4.051190 -0.0572 -0.0039 0.2398 0.069
C 21.264770 2.456160 3.232020 1.6655 0.1476 -0.9431 -0.077
C 20.255220 1.935560 4.202890 0.5060 1.3086 0.3497 -0.241
N 20.711050 0.806420 5.031470 0.0018 0.4450 1.9611 -0.252
C 21.793580 1.187290 5.953120 2.7549 0.3147 -0.3422 -0.229
C 22.519180 0.085700 6.730880 -0.0422 -1.3090 1.2303 -0.078
C 19.619600 0.387840 5.927610 -2.3970 0.0845 -1.2022 -0.241
C 18.950590 1.443180 6.848400 -0.3149 -0.6647 0.2142 -0.044
H 21.626800 1.706210 2.528730 -0.6800 -0.0758 -0.4075 0.044
H 22.237130 2.803040 3.581710 -0.2043 0.1754 1.0160 0.077
H 20.885620 3.331890 2.705300 -0.3154 -0.2681 -0.2096 0.092
H 20.009690 2.776820 4.851030 -0.2069 0.0003 0.2137 0.121
H 19.356550 1.739620 3.617990 -0.1565 -0.7247 0.3073 0.111
H 22.635380 1.568140 5.374820 -0.3726 0.6297 -0.3553 0.089
H 21.494830 1.987340 6.630440 -0.2515 0.0107 -0.0265 0.126
H 22.943560 -0.770020 6.205760 -0.8178 -0.0584 -0.8289 0.043
H 23.461950 0.309020 7.230320 -0.0360 1.5451 -0.0903 0.090
H 21.975730 -0.343170 7.572810 -0.4906 -0.0801 -0.2799 0.071
H 19.775420 -0.592270 6.378390 0.6445 0.4746 0.6047 0.095
H 18.843410 0.121800 5.210080 -0.3641 0.0088 -0.0558 0.073
H 17.970430 1.032690 7.091030 0.0796 -0.5542 0.4960 0.052
H 18.576870 2.368870 6.410780 0.8748 0.1952 -0.4341 0.076
H 19.469850 1.639760 7.786400 0.0202 0.0669 -0.1350 0.082
C 15.540090 2.950980 2.227350 1.8189 0.2056 0.0790 -0.149
C 17.048060 2.833850 1.831950 -1.3433 -1.2998 -0.7010 -0.186
O 17.694240 3.927150 2.403330 1.0582 2.3571 0.6504 -0.207
S 16.725630 4.926600 3.253890 -0.6436 -0.5027 0.5245 0.701
O 16.004810 5.891560 2.485050 0.7795 -0.5744 -0.2608 -0.217
O 17.406970 5.431010 4.438960 -1.0496 -2.0364 -1.8996 -0.233
O 15.674550 3.664490 3.459210 -0.0578 1.3179 1.6473 -0.235
H 15.145540 1.965220 2.473760 -0.3294 0.3735 -0.3403 0.106
H 15.003280 3.555650 1.496380 -0.3518 -0.3529 0.1298 0.134
H 17.182960 2.799230 0.750890 0.0136 0.3071 0.0509 0.123
H 17.474870 1.917120 2.238820 0.0758 0.0135 0.1336 0.098
```
Forces are in eV/Å.



2.
Below is the molecule C2HClFN in a non-equilibrium geometry, with properties calculated with ωB97M-V/def2-TZVPD.

HOMO, eV: -11.597
Relative energy (zero: lowest compared OMol25 entry of this formula, charge and spin), kJ/mol: 157.5
M, g mol⁻¹: 93.5
Total charge: 0
Electronic energy, eV: -18817.5767
Max |F|, eV/Å: 12.817
SMILES: N#C[C@H](F)Cl

The geometry in XYZ format:
```
6
Properties=species:S:1:pos:R:3:forces:R:3:lowdin_charge:R:1
C 0.369797 0.314689 0.113862 -1.3441 -1.4769 0.9665 -0.893
C -0.912624 -0.157200 -0.337332 -10.6798 -6.8732 1.7283 -0.184
H 0.549379 0.119962 1.158765 -1.1128 1.7935 1.0215 0.089
N -1.977130 -0.854562 -0.251806 8.6727 6.0207 -1.1948 0.158
F 0.530693 1.499359 -0.386594 1.5374 2.4894 -0.4837 0.061
Cl 1.439884 -0.922248 -0.296895 2.9266 -1.9534 -2.0377 0.769
```
Forces are in eV/Å.



3.
Below is the molecule C3H4N4O in a non-equilibrium geometry, with properties calculated with ωB97M-V/def2-TZVPD.

HOMO, eV: -8.903
Relative energy (zero: lowest compared OMol25 entry of this formula, charge and spin), kJ/mol: 458.4
M, g mol⁻¹: 112.1
Total charge: 0
Electronic energy, eV: -11179.2181
Max |F|, eV/Å: 6.736
SMILES: [H]/N=C\Nc1cnno1

The geometry in XYZ format:
```
12
Properties=species:S:1:pos:R:3:forces:R:3:lowdin_charge:R:1
C 1.225374 1.078705 1.174117 -1.6379 -1.4209 -2.1369 -0.224
C -0.465484 -0.367159 -0.039690 2.4080 -3.3089 -4.5427 -0.384
C -0.501485 -1.514309 -0.969107 -3.7961 2.6946 -0.1967 -0.052
H 0.031984 2.276630 0.422019 -3.1204 0.2764 -2.4186 -0.006
H 2.015260 1.064097 1.822086 2.2806 -1.1371 1.4843 0.074
H 0.996911 -1.228877 1.121279 -0.4453 3.9509 -1.3763 0.219
H -0.064330 -2.452897 -0.899260 0.8766 -1.3274 0.1196 0.056
N 0.891741 2.229334 0.816883 1.9348 0.0603 2.1534 0.139
N 0.743713 -0.217377 0.638373 -0.1389 -1.1616 3.3847 0.064
N -1.571697 -1.303966 -1.927384 1.4313 4.6527 4.6554 0.024
N -2.054302 -0.110304 -1.685144 1.1922 -3.0592 -0.9264 0.084
O -1.247683 0.546122 -0.474172 -0.9849 -0.2198 -0.1998 0.005
```
Forces are in eV/Å.



4.
Below is the molecule C2H4N2S2 in a non-equilibrium geometry, with properties calculated with ωB97M-V/def2-TZVPD.

HOMO (spin up / spin down), eV: -6.341 / -9.319
Relative energy (zero: lowest compared OMol25 entry of this formula, charge and spin), kJ/mol: 252.0
M, g mol⁻¹: 120.2
Total charge: 0
Electronic energy, eV: -26784.1519
Max |F|, eV/Å: 2.716
Expectation value of S²: 2.01
Multiplicity: 3

The geometry in XYZ format:
```
10
Properties=species:S:1:pos:R:3:forces:R:3:lowdin_charge:R:1
C -0.906319 0.708105 0.642099 -1.1126 0.5978 1.5021 -0.272
C -1.313170 -0.428157 -0.221371 -1.4085 0.6231 -1.3153 -0.371
N 0.265939 0.726739 1.095418 1.3220 -0.6326 -0.8994 -0.211
N -0.344046 -1.380562 -0.308271 1.9188 -0.9700 0.1068 -0.201
S 2.675500 0.469735 -0.609137 1.2994 1.8790 -0.9401 0.294
S 1.103018 -0.706199 0.468219 -2.2519 -0.8652 1.2469 0.628
H -1.531872 1.596432 0.790798 -0.0170 -0.4742 0.1374 0.126
H -2.274034 -0.901579 -0.463213 -0.5752 0.4022 1.4834 0.128
H -1.359291 0.242717 -1.088197 0.5739 -0.0496 -1.5195 0.136
H 3.684278 -0.327227 -0.306344 0.2513 -0.5104 0.1977 -0.256
```
Forces are in eV/Å.